P) Molecular formula: C4H8O2
Method: DFT, ωB97M-V/def2-TZVPD

Structure (ORCA input):
```
! wB97M-V def2-TZVPD RIJCOSX def2/J DEFGRID3
* xyz 0 1
C -0.366 -1.584 -1.593
C -0.517 -0.887 -0.290
O 0.421 -0.123 0.111
C 0.455 0.590 1.242
C 1.614 1.398 1.431
O 1.834 2.086 2.418
H -0.132 -2.649 -1.457
H 0.436 -1.124 -2.175
H -1.298 -1.528 -2.165
H -1.746 1.351 -0.471
H -1.361 -1.049 0.379
H -0.340 0.439 1.965
H -1.326 1.720 0.031
H 2.324 1.361 0.574
*
```

Calculated values
HOMO (alpha / beta)	-7.8 / -8.1	eV
lowest unoccupied orbital energy (alpha / beta)	-0.015 / 0.004	Ha

***

Q) Molecular formula: C4H8O2
Method: DFT, ωB97M-V/def2-TZVPD

Structure (ORCA input):
```
! wB97M-V def2-TZVPD RIJCOSX def2/J DEFGRID3
* xyz 0 1
O -1.655 0.775 -0.133
C -0.407 1.430 -0.209
C 0.766 0.474 -0.409
C 0.740 -0.664 0.604
C -0.343 -1.681 0.340
O -0.820 -1.898 -0.752
H -1.696 0.144 -0.865
H -0.295 1.953 0.747
H -0.406 2.192 -1.003
H 1.702 1.037 -0.319
H 0.741 0.047 -1.419
H 1.677 -1.238 0.570
H 0.655 -0.292 1.631
H -0.659 -2.279 1.218
*
```

Calculated values
SMILES	O=CCCCO
HOMO	-10.0	eV
lowest unoccupied orbital energy	0.036	Ha

***

Stability order, top to bottom: Q), P)